This record from OMol25 describes one molecule with the formula C5H8O at a distorted geometry. The level of theory is ωB97M-V/def2-TZVPD.

Last column: Mulliken charge in e.
Positions of all 14 atoms, in Å:
C 1.1904 -1.1334 -0.5363  -0.666
C -0.0050 -1.1372 -1.4247  -0.646
C -0.0894 -0.5392 -0.0212  0.184
C -0.1453 0.9406 0.1594  -0.263
C -1.0422 1.5154 1.1613  -0.379
O 0.2597 1.5726 1.6853  -0.440
H 1.9725 -0.4148 -0.7584  0.255
H 1.5217 -2.0599 -0.0817  0.250
H -0.5060 -2.0893 -1.5978  0.248
H -0.0290 -0.4644 -2.2764  0.251
H -0.6626 -1.1486 0.6867  0.389
H 0.7079 1.7106 0.2714  0.330
H -1.5740 2.4476 0.9664  0.250
H -1.5988 0.8001 1.7662  0.238

Computed properties:
Orbital gap ... 10.7 eV
Electronic energy ... -7357.8050 eV
SMILES ... C1CC1[C@H]1CO1
Net charge ... 0
Energy relative to the best compared isomer or geometry (same formula, charge and spin) ... 429.4 kJ/mol
Highest occupied orbital energy ... -9.6 eV